[1]
# C2H3O3S

An isolated ion of composition C2H3O3S and charge -1 (ωB97M-V/def2-TZVPD, OMol25).

Computed properties:
total charge	-1
maximum force	3.2	eV/A
orbital gap	0.2768	Ha
HOMO level	-3.417	eV
M	107.11	g mol⁻¹
ΔE to the lowest compared entry with this formula, charge and spin	112.7	kcal/mol
LUMO energy	4.1	eV
2S+1	1
E	-701.81528	Eh

Last column: Löwdin charge in e.
Cartesian coordinates (Å):
C -1.57 0.15 1.16  -0.0591
C -0.30 -0.34 -0.66  -0.3210
O 1.86 1.22 -0.12  -0.5567
O 2.45 -1.11 -0.45  -0.5713
O -0.96 0.54 0.14  -0.2945
S 1.58 -0.16 0.27  0.6442
H -2.08 1.15 1.74  0.0226
H -0.53 -1.36 -0.39  0.0537
H -0.45 -0.09 -1.70  0.0822

---

[2]
# C2H3O3S

A 2-piece molecular cluster, C2H3O3S overall (ωB97M-V/def2-TZVPD, OMol25).

Computed properties:
total charge	-1
maximum force	2.3	eV/A
orbital gap (spin up / spin down)	0.2872 / 0.2170	Ha
HOMO level (spin up / spin down)	-4.025 / -2.832	eV
M	107.11	g mol⁻¹
ΔE to the lowest compared entry with this formula, charge and spin	164.4	kcal/mol
LUMO energy (spin up / spin down)	3.8 / 3.1	eV
2S+1	1
E	-701.73285	Eh

Last column: Löwdin charge in e.
Cartesian coordinates (Å):
C 1.34 -0.03 -0.65  -0.1953
C 0.08 0.27 0.10  -0.3854
O -1.94 -1.57 -0.29  -0.5631
O -2.66 0.58 0.67  -0.5598
O 0.64 1.24 -0.66  -0.1344
S -1.81 -0.09 -0.36  0.6332
H 2.34 0.01 -0.12  0.0901
H 1.37 -0.70 -1.61  0.1170
H 0.63 0.28 2.92  -0.0022

---

[3]
# C2H3O3S

An isolated ion of composition C2H3O3S and charge -1 (ωB97M-V/def2-TZVPD, OMol25).

Computed properties:
total charge	-1
maximum force	3.7	eV/A
orbital gap	0.2637	Ha
HOMO level	-2.945	eV
structure (SMILES)	O=[S@@]1([O-])=COC1
M	107.11	g mol⁻¹
ΔE to the lowest compared entry with this formula, charge and spin	124.0	kcal/mol
LUMO energy	4.2	eV
2S+1	1
E	-701.79718	Eh

Last column: Löwdin charge in e.
Cartesian coordinates (Å):
C -0.54 -0.46 -1.29  -0.1572
C -0.66 0.49 0.75  -0.3245
O 1.79 -1.08 0.88  -0.4908
O 1.98 1.11 -0.42  -0.5012
O -1.25 -0.48 0.03  -0.3756
S 1.14 -0.08 -0.01  0.7109
H -0.81 -1.48 -1.87  0.0054
H -0.78 1.39 0.14  0.0666
H -0.87 0.59 1.78  0.0664

---

[4]
# C2H3O3S

C2H3O3S as an isolated structure (ωB97M-V/def2-TZVPD, OMol25).

Computed properties:
total charge	-1
maximum force	4.2	eV/A
orbital gap	0.2499	Ha
HOMO level	-3.072	eV
M	107.11	g mol⁻¹
ΔE to the lowest compared entry with this formula, charge and spin	104.1	kcal/mol
LUMO energy	3.7	eV
2S+1	1
E	-701.82888	Eh

Last column: Löwdin charge in e.
Cartesian coordinates (Å):
C 0.46 0.29 0.05  -0.4126
C -0.82 -0.13 -1.02  -0.5490
O 1.47 -0.35 2.60  -0.5658
O 0.37 1.35 1.00  -0.3345
O -2.09 -0.09 -0.74  -0.3122
S 0.24 -0.13 1.80  0.9587
H 1.39 0.10 -0.38  0.0597
H -0.44 -1.42 -1.31  0.1002
H -0.58 0.37 -2.00  0.0555

---

[5]
# C2H3O3S

A 3-piece molecular cluster, C2H3O3S overall (ωB97M-V/def2-TZVPD, OMol25).

Computed properties:
total charge	-1
maximum force	2.5	eV/A
orbital gap (spin up / spin down)	0.1808 / 0.1808	Ha
HOMO level (spin up / spin down)	-2.748 / -2.748	eV
M	107.11	g mol⁻¹
ΔE to the lowest compared entry with this formula, charge and spin	116.1	kcal/mol
LUMO energy (spin up / spin down)	2.2 / 2.2	eV
2S+1	1
E	-701.80974	Eh

Last column: Löwdin charge in e.
Cartesian coordinates (Å):
C 2.70 0.70 2.58  -0.0563
C 1.98 0.23 1.71  -0.0354
O -2.68 -2.11 -3.37  -0.4768
O -3.79 -0.17 -2.43  -0.4654
O -0.29 0.46 -0.23  -0.6329
S -2.99 -1.36 -2.17  0.8817
H 3.35 1.45 3.01  -0.0066
H 0.27 1.24 -0.16  -0.2063
H 1.45 -0.44 1.06  -0.0022

---

[6]
# C2H3O3S

An isolated ion of composition C2H3O3S and charge -1 (ωB97M-V/def2-TZVPD, OMol25).

Computed properties:
total charge	-1
maximum force	3.4	eV/A
orbital gap	0.3160	Ha
HOMO level	-4.589	eV
structure (SMILES)	C=CS(=O)(=O)[O-]
M	107.11	g mol⁻¹
ΔE to the lowest compared entry with this formula, charge and spin	36.4	kcal/mol
LUMO energy	4.0	eV
2S+1	1
E	-701.93680	Eh

Last column: Löwdin charge in e.
Cartesian coordinates (Å):
C -1.44 0.17 0.32  -0.1051
C -0.53 -0.31 -0.49  -0.2520
O 1.38 1.41 0.54  -0.4239
O 2.02 0.04 -1.34  -0.4266
O 1.68 -1.02 0.86  -0.4283
S 1.25 0.07 -0.09  0.4033
H -2.48 -0.30 0.38  0.0563
H -1.31 1.21 0.85  0.0943
H -0.58 -1.28 -1.03  0.0819

---

[7]
# C2H3O3Yb

C2H3O3Yb as an isolated structure (ωB97M-V/def2-TZVPD, OMol25).

Computed properties:
<S²>	0.7509
maximum force	2.7	eV/A
orbital gap (spin up / spin down)	0.2086 / 0.2852	Ha
HOMO level (spin up / spin down)	-5.597 / -8.201	eV
M	248.08	g mol⁻¹
ΔE to the lowest compared entry with this formula, charge and spin	0.0	kcal/mol
LUMO energy (spin up / spin down)	0.1 / -0.4	eV
2S+1	2
E	-1462.36477	Eh

Last column: Mulliken spin population.
Cartesian coordinates (Å):
O -0.14 -0.49 -0.61  -0.0779
C 0.86 0.29 -1.18  -0.0018
Yb -2.32 -1.05 -0.66  1.0983
H 0.89 0.22 -2.29  0.0042
H 0.73 1.36 -0.92  0.0034
H 1.86 -0.03 -0.83  0.0009
O -1.35 -0.97 1.92  -0.0261
C -0.53 -0.11 2.03  0.0013
O 0.01 0.79 2.53  -0.0024

---

[8]
# C2H3O4

A 2-piece molecular cluster, C2H3O4 overall (ωB97M-V/def2-TZVPD, OMol25).

Computed properties:
total charge	-1
maximum force	3.0	eV/A
orbital gap (spin up / spin down)	0.2073 / 0.2073	Ha
HOMO level (spin up / spin down)	-1.444 / -1.445	eV
M	91.04	g mol⁻¹
ΔE to the lowest compared entry with this formula, charge and spin	90.3	kcal/mol
LUMO energy (spin up / spin down)	4.2 / 4.2	eV
2S+1	1
E	-378.93022	Eh

Last column: Löwdin charge in e.
Cartesian coordinates (Å):
C -1.63 0.47 1.45  -0.4858
C 0.42 -0.25 -0.24  -0.4218
O -2.24 1.43 1.06  0.0397
O -1.40 -0.45 2.20  0.0305
O 1.45 0.67 -0.41  -0.1762
O -0.03 -0.79 -1.53  -0.1625
H 0.78 -1.01 0.43  0.0358
H 2.24 0.10 -0.80  0.0906
H 0.42 -0.18 -2.17  0.0496

---

[9]
# C2H3OPb

C2H3OPb as an isolated structure (ωB97M-V/def2-TZVPD, OMol25).

Computed properties:
total charge	+1
maximum force	3.2	eV/A
orbital gap (spin up / spin down)	0.2580 / 0.2026	Ha
HOMO level (spin up / spin down)	-13.318 / -11.804	eV
M	250.25	g mol⁻¹
ΔE to the lowest compared entry with this formula, charge and spin	24.2	kcal/mol
LUMO energy (spin up / spin down)	-6.3 / -6.3	eV
2S+1	1
E	-345.70169	Eh

Last column: Löwdin charge in e.
Cartesian coordinates (Å):
H -0.96 0.50 -1.04  0.1275
O 1.25 -0.52 0.02  -0.5638
C 0.02 -0.89 -0.08  -0.0797
C -0.95 0.23 0.06  -0.0675
H -1.95 -0.16 0.29  0.0880
H -0.63 1.06 0.72  0.0958
Pb 3.22 -0.21 0.04  1.3996

---

[10]
# C2H3OS3

A 2-piece molecular cluster, C2H3OS3 overall (ωB97M-V/def2-TZVPD, OMol25).

Computed properties:
total charge	-1
maximum force	2.9	eV/A
orbital gap	0.2405	Ha
HOMO level	-3.116	eV
M	139.25	g mol⁻¹
ΔE to the lowest compared entry with this formula, charge and spin	30.7	kcal/mol
LUMO energy	3.4	eV
2S+1	1
E	-1347.81095	Eh

Last column: Löwdin charge in e.
Cartesian coordinates (Å):
C -1.41 -0.28 -0.39  -0.9190
C 0.79 -0.25 0.44  -1.0744
O -1.39 -1.07 -1.29  -0.0538
S -2.10 0.68 0.67  0.6162
S 0.89 1.03 1.63  0.5265
S 1.68 -0.03 -1.12  0.5075
H 1.03 -1.20 0.76  -0.0656
H -0.28 1.48 1.38  -0.3343
H 0.79 -0.35 -2.08  -0.2030

---

Copy entry 3 word for word.
# C2H3O3S

An isolated ion of composition C2H3O3S and charge -1 (ωB97M-V/def2-TZVPD, OMol25).

Computed properties:
total charge	-1
maximum force	3.7	eV/A
orbital gap	0.2637	Ha
HOMO level	-2.945	eV
structure (SMILES)	O=[S@@]1([O-])=COC1
M	107.11	g mol⁻¹
ΔE to the lowest compared entry with this formula, charge and spin	124.0	kcal/mol
LUMO energy	4.2	eV
2S+1	1
E	-701.79718	Eh

Last column: Löwdin charge in e.
Cartesian coordinates (Å):
C -0.54 -0.46 -1.29  -0.1572
C -0.66 0.49 0.75  -0.3245
O 1.79 -1.08 0.88  -0.4908
O 1.98 1.11 -0.42  -0.5012
O -1.25 -0.48 0.03  -0.3756
S 1.14 -0.08 -0.01  0.7109
H -0.81 -1.48 -1.87  0.0054
H -0.78 1.39 0.14  0.0666
H -0.87 0.59 1.78  0.0664

---

Which of these has the lowest E?
C2H3O3Yb

---

Repeat the tenth record exactly.
# C2H3OS3

A 2-piece molecular cluster, C2H3OS3 overall (ωB97M-V/def2-TZVPD, OMol25).

Computed properties:
total charge	-1
maximum force	2.9	eV/A
orbital gap	0.2405	Ha
HOMO level	-3.116	eV
M	139.25	g mol⁻¹
ΔE to the lowest compared entry with this formula, charge and spin	30.7	kcal/mol
LUMO energy	3.4	eV
2S+1	1
E	-1347.81095	Eh

Last column: Löwdin charge in e.
Cartesian coordinates (Å):
C -1.41 -0.28 -0.39  -0.9190
C 0.79 -0.25 0.44  -1.0744
O -1.39 -1.07 -1.29  -0.0538
S -2.10 0.68 0.67  0.6162
S 0.89 1.03 1.63  0.5265
S 1.68 -0.03 -1.12  0.5075
H 1.03 -1.20 0.76  -0.0656
H -0.28 1.48 1.38  -0.3343
H 0.79 -0.35 -2.08  -0.2030